DFT (wB97M-V/def2-TZVPD) results for 15 unconnected molecules or ions with the total composition C56H155N13O17.

Each line ends with the Löwdin charge.
CARTESIAN COORDINATES (ANGSTROEM)
C (3.1826, -2.4028, -6.1311)  -0.220
C (2.7200, -2.6296, -4.6857)  -0.226
O (1.7439, -3.6930, -4.5340)  -0.075
O (2.0922, -2.2875, -7.0568)  -0.068
H (3.8597, -3.2109, -6.4082)  0.116
H (3.9080, -1.5893, -6.1186)  0.083
H (2.2774, -1.7130, -4.2958)  0.084
H (3.5547, -2.6890, -3.9872)  0.101
H (1.7099, -3.9184, -3.6015)  0.010
H (1.5461, -1.5358, -6.8152)  0.012
C (-0.9876, -5.2454, -2.2144)  -0.165
C (0.4595, -5.8472, -2.2374)  -0.188
O (1.3910, -4.7844, -2.0884)  -0.096
O (-1.4349, -4.8894, -0.8484)  -0.122
H (-1.7405, -5.9576, -2.5519)  0.115
H (-1.0437, -4.3960, -2.8953)  0.088
H (0.5093, -6.3044, -3.2257)  0.124
H (0.4396, -6.6292, -1.4784)  0.110
H (1.5311, -4.6074, -1.1553)  0.032
H (-2.3653, -4.6662, -0.9266)  0.076
C (-4.7004, -2.3005, -4.5383)  -0.042
C (-3.8139, -3.4612, -5.0092)  -0.421
C (-4.1377, -3.9870, -6.4093)  -0.193
O (-5.4498, -4.5045, -6.5100)  -0.173
C (-5.7502, -5.0569, -7.7525)  -0.137
N (-2.4411, -3.0496, -4.8379)  0.043
H (-4.6718, -1.4296, -5.1931)  0.073
H (-4.3523, -2.0663, -3.5323)  0.053
H (-5.7458, -2.6090, -4.5501)  0.081
H (-3.9667, -4.2798, -4.3059)  0.132
H (-3.3870, -4.7166, -6.7129)  0.124
H (-4.0585, -3.2232, -7.1829)  0.124
H (-6.7783, -5.4027, -7.8600)  0.084
H (-5.2185, -5.9317, -8.1269)  0.086
H (-5.6635, -4.2528, -8.4832)  0.086
H (-1.7599, -3.7667, -5.0423)  0.086
H (-2.4574, -2.8433, -3.8493)  0.045
C (5.7784, -0.5467, -4.5403)  -0.061
C (5.0684, 0.4432, -3.7200)  -0.491
C (4.9452, 0.0995, -2.2475)  -0.145
O (3.8885, -0.8953, -2.1295)  -0.181
C (3.7464, -1.4510, -0.8699)  -0.126
N (5.7149, 1.7022, -3.9320)  0.036
H (5.4962, -1.5996, -4.5433)  0.079
H (6.7151, -0.5135, -3.9839)  0.089
H (5.8311, -0.1154, -5.5399)  0.089
H (4.0488, 0.5648, -4.0856)  0.133
H (4.8113, 1.0759, -1.7818)  0.107
H (5.8349, -0.4086, -1.8756)  0.131
H (2.9179, -2.1592, -0.8622)  0.069
H (3.5858, -0.8037, -0.0078)  0.079
H (4.6221, -2.0627, -0.6529)  0.086
H (5.9137, 1.8731, -4.9073)  0.088
H (6.6509, 1.5916, -3.5690)  0.091
C (-2.3283, 0.7343, -5.6413)  -0.061
C (-1.1515, 0.3945, -6.5603)  -0.392
C (0.2225, 0.6717, -5.8653)  -0.171
O (1.2969, 0.1213, -6.6035)  -0.227
C (1.8166, 1.0576, -7.6023)  -0.039
N (-1.3566, -1.0134, -6.8965)  0.055
H (-2.1484, 1.7684, -5.3474)  0.072
H (-2.3773, 0.1689, -4.7107)  0.047
H (-3.2836, 0.5355, -6.1270)  0.076
H (-1.2065, 0.9758, -7.4807)  0.125
H (0.3119, 0.1635, -4.9052)  0.113
H (0.3293, 1.7386, -5.6690)  0.096
H (2.3578, 1.8736, -7.1234)  0.060
H (1.0532, 1.5723, -8.1857)  0.090
H (2.5944, 0.6260, -8.2323)  0.095
H (-0.4700, -1.4525, -7.0995)  0.051
H (-1.7767, -1.6389, -6.2239)  0.018
C (1.8734, -6.1477, 1.1213)  -0.058
C (1.4097, -4.8766, 1.7632)  -0.388
C (2.5464, -3.9466, 2.4161)  -0.144
O (3.4030, -4.6809, 3.2913)  -0.176
C (4.2374, -3.8969, 4.1163)  -0.109
N (0.8774, -4.1464, 0.6475)  0.040
H (2.5187, -6.6466, 1.8442)  0.075
H (2.5167, -5.8538, 0.2919)  0.087
H (1.1905, -6.9579, 0.8657)  0.084
H (0.6272, -5.0732, 2.4961)  0.126
H (2.1032, -3.1151, 2.9640)  0.101
H (3.0193, -3.3819, 1.6127)  0.114
H (4.9836, -4.4373, 4.6987)  0.088
H (3.5242, -3.4190, 4.7880)  0.083
H (4.8711, -3.1222, 3.6846)  0.072
H (-0.0234, -4.5700, 0.4768)  0.046
H (0.5999, -3.1988, 0.8604)  0.054
C (0.3968, -1.3105, -2.4238)  -0.034
C (-0.7613, -1.3767, -1.4124)  -0.338
C (-0.5126, -0.6506, -0.0714)  -0.182
O (0.5811, -1.1671, 0.6289)  -0.202
C (0.8773, -0.4297, 1.8063)  -0.090
N (-1.9716, -0.8579, -2.1250)  0.073
H (1.2090, -1.9966, -2.1837)  0.059
H (0.7537, -0.2952, -2.5961)  0.075
H (0.0631, -1.6965, -3.3870)  0.070
H (-1.0001, -2.4177, -1.1944)  0.104
H (-1.3536, -0.8411, 0.5953)  0.101
H (-0.4260, 0.4352, -0.1105)  0.127
H (0.1907, -0.6055, 2.6344)  0.077
H (1.1216, 0.6139, 1.6084)  0.078
H (1.7562, -0.7157, 2.3841)  0.071
H (-2.4782, -0.0687, -1.7500)  0.039
H (-1.5893, -0.5425, -3.0050)  0.030
C (-2.0567, 0.7287, 4.3541)  -0.052
C (-2.5748, 1.4335, 5.6083)  -0.416
C (-3.8123, 0.8002, 6.2297)  -0.162
O (-4.3206, 1.5261, 7.4091)  -0.182
C (-5.3814, 0.9057, 8.0302)  -0.143
N (-1.4226, 1.5210, 6.5069)  0.040
H (-1.1933, 1.2431, 3.9321)  0.075
H (-2.8940, 0.6713, 3.6587)  0.065
H (-1.7016, -0.2816, 4.5577)  0.059
H (-2.8536, 2.4625, 5.3816)  0.133
H (-3.4727, -0.2161, 6.4298)  0.111
H (-4.6460, 0.8270, 5.5281)  0.129
H (-5.0117, 0.0834, 8.6427)  0.087
H (-6.0430, 0.4238, 7.3105)  0.079
H (-5.8903, 1.6377, 8.6574)  0.094
H (-1.1679, 0.5774, 6.7614)  0.084
H (-1.8259, 1.8163, 7.3846)  0.087
C (-3.6281, 4.0373, 2.4097)  -0.048
C (-2.9533, 4.8702, 1.2949)  -0.435
C (-3.6189, 4.6583, -0.0936)  -0.175
O (-3.3842, 3.3305, -0.5789)  -0.196
C (-4.1300, 3.0148, -1.7019)  -0.134
N (-3.1031, 6.2176, 1.7281)  0.029
H (-4.6468, 4.3643, 2.6178)  0.080
H (-3.0323, 4.0648, 3.3220)  0.068
H (-3.7132, 2.9932, 2.1087)  0.055
H (-1.9094, 4.5645, 1.2249)  0.114
H (-3.1329, 5.4107, -0.7147)  0.119
H (-4.6779, 4.9059, -0.0199)  0.128
H (-3.5812, 2.1562, -2.0890)  0.072
H (-4.3586, 3.6850, -2.5305)  0.098
H (-5.1022, 2.7291, -1.3002)  0.081
H (-2.8794, 6.8502, 0.9732)  0.067
H (-4.0733, 6.4762, 1.8378)  0.074
C (2.1691, 3.4289, -4.6630)  -0.057
C (2.4646, 3.6680, -3.1655)  -0.420
C (1.9824, 2.4889, -2.2669)  -0.130
O (0.6129, 2.2271, -2.5287)  -0.215
C (-0.3773, 3.1081, -2.1894)  -0.115
N (3.8646, 3.9361, -3.0410)  0.034
H (2.5904, 2.5434, -5.1389)  0.060
H (2.5199, 4.2987, -5.2185)  0.078
H (1.0897, 3.4819, -4.8054)  0.060
H (1.9610, 4.6100, -2.9482)  0.124
H (2.1111, 2.6504, -1.1966)  0.115
H (2.5719, 1.6262, -2.5773)  0.109
H (-1.3819, 2.7167, -2.3494)  0.075
H (-0.2136, 4.0658, -2.6836)  0.087
H (-0.3171, 3.3450, -1.1271)  0.071
H (4.4054, 3.1147, -3.2709)  0.010
H (4.1577, 4.6013, -3.7422)  0.067
C (1.8411, 0.9557, 5.3591)  -0.078
C (2.2717, 1.4078, 6.7396)  -0.434
C (3.6563, 2.0919, 6.7038)  -0.164
O (4.8092, 1.3221, 6.2961)  -0.184
C (4.9850, 0.0873, 6.9441)  -0.126
N (1.2018, 2.3050, 7.1916)  0.039
H (1.5983, 1.7631, 4.6683)  0.070
H (1.0214, 0.2374, 5.3784)  0.066
H (2.6393, 0.4075, 4.8586)  0.067
H (2.2573, 0.5234, 7.3765)  0.126
H (3.8149, 2.6061, 7.6517)  0.125
H (3.4628, 2.9269, 6.0306)  0.104
H (5.1081, 0.1252, 8.0265)  0.086
H (5.9180, -0.3737, 6.6198)  0.088
H (4.2234, -0.6907, 6.8915)  0.075
H (1.3662, 3.1244, 6.6245)  0.054
H (0.4024, 1.9518, 6.6853)  -0.012
C (1.0779, 4.1356, 1.4670)  -0.047
C (2.1607, 4.8893, 2.2441)  -0.395
C (1.9096, 6.4285, 2.3802)  -0.204
O (3.0881, 7.0122, 2.8752)  -0.193
C (2.9452, 8.4222, 2.9624)  -0.098
N (2.4124, 4.2953, 3.5481)  0.038
H (1.0023, 4.4053, 0.4136)  0.067
H (0.1244, 4.2286, 1.9869)  0.066
H (1.3324, 3.0758, 1.4806)  0.048
H (3.1064, 4.7138, 1.7312)  0.125
H (1.0857, 6.6352, 3.0633)  0.124
H (1.6252, 6.8963, 1.4376)  0.120
H (3.7975, 8.9624, 3.3747)  0.090
H (2.0423, 8.6744, 3.5185)  0.085
H (2.8009, 8.7433, 1.9309)  0.083
H (1.6111, 4.2787, 4.1627)  0.071
H (3.0322, 4.9344, 4.0250)  0.078
C (-5.3966, -2.5642, 5.7732)  -0.054
C (-5.0005, -2.5167, 4.2670)  -0.423
C (-3.4689, -2.8850, 4.0458)  -0.120
O (-3.2748, -2.9549, 2.6009)  -0.242
C (-2.0748, -3.6058, 2.2190)  -0.104
N (-5.7857, -3.5232, 3.6584)  0.033
H (-6.4504, -2.4913, 6.0419)  0.076
H (-4.9078, -1.6909, 6.2051)  0.031
H (-5.0917, -3.4650, 6.3058)  0.080
H (-5.1390, -1.5215, 3.8443)  0.122
H (-3.3775, -3.8412, 4.5610)  0.125
H (-2.7258, -2.1868, 4.4311)  0.099
H (-1.8303, -3.3441, 1.1896)  0.058
H (-2.1808, -4.6886, 2.1527)  0.100
H (-1.1932, -3.4208, 2.8327)  0.088
H (-6.7745, -3.3188, 3.6359)  0.084
H (-5.4921, -3.7306, 2.7145)  0.072
C (-4.1434, 0.1619, 0.7694)  -0.045
C (-5.0125, -0.9686, 0.1452)  -0.407
C (-5.5651, -0.6599, -1.1883)  -0.200
O (-6.4285, 0.5069, -1.2367)  -0.211
C (-6.9712, 0.8125, -2.5128)  -0.103
N (-4.1064, -2.0990, 0.0451)  0.075
H (-4.7725, 1.0139, 1.0271)  0.071
H (-3.4501, 0.6419, 0.0789)  0.057
H (-3.5625, -0.1439, 1.6396)  0.055
H (-5.8722, -1.1064, 0.8010)  0.141
H (-6.0630, -1.5394, -1.5966)  0.128
H (-4.7288, -0.3836, -1.8304)  0.097
H (-6.3030, 0.5231, -3.3239)  0.085
H (-7.2419, 1.8682, -2.4934)  0.082
H (-7.9434, 0.3214, -2.5532)  0.084
H (-3.7826, -2.4440, 0.9374)  0.021
H (-3.3090, -1.6618, -0.3944)  0.026
C (4.4481, 2.0261, 1.1727)  -0.043
C (5.1795, 1.4789, 2.4557)  -0.377
C (6.7213, 1.1790, 2.2309)  -0.183
O (7.1475, 0.1931, 1.2815)  -0.200
C (6.6856, -1.1288, 1.7224)  -0.091
N (5.0128, 2.6018, 3.3987)  0.047
H (4.7339, 3.0489, 0.9272)  0.085
H (3.3627, 1.9702, 1.2567)  0.051
H (4.8183, 1.3443, 0.4071)  0.044
H (4.7010, 0.5857, 2.8575)  0.109
H (7.1118, 0.8583, 3.1967)  0.109
H (7.2314, 2.0757, 1.8789)  0.124
H (7.0707, -1.3032, 2.7271)  0.077
H (7.0868, -1.8812, 1.0435)  0.087
H (5.6011, -1.1976, 1.8075)  0.057
H (4.0870, 2.9483, 3.1911)  0.008
H (5.0835, 2.3834, 4.3823)  0.039

Summary:
Max |F|, eV/Å: 3.05
2S+1: 1
HOMO-LUMO gap, eV: 8.64
E_LUMO, eV: 0.32
Relative energy (zero: lowest compared OMol25 entry of this formula, charge and spin), kcal/mol: 0.00